[1]
Formula: C5H9NO
Source: the OMol25 dataset
Level of theory: ωB97M-V with the def2-TZVPD basis set

```
16
Properties=species:S:1:pos:R:3:forces:R:3
C 1.098 -0.051 -1.987 -0.057 -0.141 -0.466
N 0.522 0.248 -0.710 -0.055 0.023 -0.377
C 1.147 -0.451 0.406 0.272 0.609 -0.681
C -0.268 -0.710 0.012 -0.286 -0.122 -0.190
C -1.449 -0.282 0.836 -0.181 -0.091 -0.030
O -2.420 -1.007 0.895 0.304 0.295 0.039
C -1.344 1.024 1.583 -0.075 0.039 0.004
H 2.061 0.475 -2.033 -0.243 -0.145 -0.136
H 0.449 0.328 -2.774 0.059 -0.130 -0.203
H 1.287 -1.127 -2.111 -0.064 0.022 -0.197
H 1.834 -1.285 0.215 -0.041 0.557 0.029
H 1.447 0.449 0.900 0.349 -0.686 2.046
H -0.438 -1.649 -0.514 0.040 -0.101 0.291
H -1.197 1.840 0.867 0.009 -0.107 0.110
H -2.255 1.185 2.163 0.143 -0.016 -0.105
H -0.474 1.013 2.251 -0.173 -0.007 -0.135
```
Positions in Å, forces in eV/Å.

Its electronic energy is -8866.6233 eV. Its HOMO energy is -9.4 eV. The calculation puts the energy above the lowest of the compared OMol25 structures with the same formula, charge and spin at 59.7 kcal/mol. As for the lowest unoccupied orbital energy: 0.98 eV. As for the SMILES: CC(=O)[C@@H]1CN1C.

---

[2]
Formula: CH6N2O
Source: the OMol25 dataset
Level of theory: ωB97M-V with the def2-TZVPD basis set

```
10
Properties=species:S:1:pos:R:3:forces:R:3
N -1.173 -1.871 -2.498 0.253 -0.041 0.586
C -1.178 -0.433 -2.673 -1.587 -0.881 -0.524
N -2.309 0.116 -2.527 0.452 0.523 0.074
H -1.874 -2.256 -3.124 0.208 0.092 -0.453
H -1.666 -2.013 -1.615 0.368 -0.052 0.121
H -0.240 -0.011 -3.033 -0.074 0.252 0.227
H -2.343 1.118 -2.694 0.380 0.108 -0.031
H 3.653 2.550 5.757 -0.230 -0.859 0.427
H 3.236 1.178 6.467 -0.427 0.348 0.123
O 3.895 1.623 5.939 0.657 0.511 -0.550
```
Positions in Å, forces in eV/Å.

Its electronic energy is -6161.0748 eV. Its HOMO energy is -10.0 eV. The calculation puts the energy above the lowest of the compared OMol25 structures with the same formula, charge and spin at 32.8 kcal/mol. As for the lowest unoccupied orbital energy: 1.11 eV. As for the SMILES: [H]/N=C/N.O.

---

[3]
Formula: C6H13NO
Source: the OMol25 dataset
Level of theory: ωB97M-V with the def2-TZVPD basis set

```
21
Properties=species:S:1:pos:R:3:forces:R:3
C 1.943 0.028 -0.854 -0.099 0.746 -1.864
C 2.807 -0.520 -1.977 0.884 -1.146 -0.155
C 0.568 0.185 -1.527 -3.676 0.102 0.624
N -0.508 0.477 -0.702 1.479 0.385 1.263
C -0.542 0.511 0.762 -0.991 -0.043 -0.343
C -1.732 -0.404 1.202 1.312 -0.509 -0.257
C -2.538 0.128 2.383 -0.639 1.430 -1.636
O 0.192 0.053 -2.694 2.365 -0.055 0.188
H 1.937 -0.591 0.045 -0.199 -0.114 -0.304
H 2.273 1.023 -0.545 -0.116 0.068 0.031
H 2.583 -1.587 -2.016 -0.095 -0.091 -0.418
H 3.885 -0.510 -1.814 -0.014 0.409 0.318
H 2.612 -0.106 -2.979 -0.162 0.032 0.678
H -1.382 0.626 -1.194 0.332 -0.131 0.055
H -0.684 1.537 1.167 0.088 -0.427 -0.361
H 0.386 0.122 1.169 0.092 0.140 -0.077
H -1.286 -1.369 1.479 -0.139 0.072 -0.117
H -2.259 -0.624 0.250 -0.370 0.247 0.938
H -3.540 0.368 1.988 -0.107 -0.695 0.722
H -2.509 -0.496 3.258 -0.291 -0.109 0.235
H -2.206 1.150 2.598 0.346 -0.310 0.482
```
Positions in Å, forces in eV/Å.

Its electronic energy is -9970.0570 eV. Its HOMO energy is -9.2 eV. The calculation puts the energy above the lowest of the compared OMol25 structures with the same formula, charge and spin at 25.8 kcal/mol. As for the lowest unoccupied orbital energy: 0.94 eV. As for the SMILES: CCCNC(=O)CC.

---

[4]
Formula: C15H27BBr2F4N2O6P
Source: the OMol25 dataset
Level of theory: ωB97M-V with the def2-TZVPD basis set

```
58
Properties=species:S:1:pos:R:3:forces:R:3
C 4.270 0.258 -1.705 1.044 -0.510 -1.062
O 3.441 0.577 -0.502 -2.015 1.998 -2.625
B 2.473 1.640 -0.816 3.269 0.893 -0.625
O 3.078 2.936 -1.292 -3.824 -2.264 1.200
C 0.806 1.500 -0.685 1.149 3.010 1.763
C 0.463 1.052 0.831 1.681 -1.143 1.854
P -0.077 2.629 1.846 -0.880 2.097 0.428
N -1.567 2.200 2.800 2.300 0.792 0.040
O 1.208 3.120 2.941 -2.728 -2.471 0.173
O -0.532 0.050 1.099 -0.839 -0.622 -1.202
C -0.798 -0.899 0.010 2.856 -0.338 -0.398
C 0.604 -1.813 -0.092 0.040 -0.324 -0.443
C 0.894 -2.651 1.326 -0.778 -0.610 -1.428
C 2.479 -2.946 1.606 -0.289 -1.455 0.942
F 3.199 -3.623 0.503 -2.040 2.096 2.697
Br 3.473 -1.301 2.295 -0.949 -1.555 -1.061
C 2.521 -4.010 2.896 0.984 0.729 2.561
F 3.884 -4.086 3.517 -4.286 0.222 -2.101
F 1.627 -3.497 4.000 2.631 -1.237 -3.340
Br 1.883 -5.849 2.451 0.747 1.791 0.400
C -1.861 -2.075 0.382 -0.613 -1.046 0.584
C -3.405 -1.975 -0.047 -6.770 2.461 3.396
O -4.339 -1.649 0.881 6.157 -2.138 -5.724
O -3.944 -2.159 -1.431 1.067 0.808 3.471
C -1.107 0.034 -1.302 -1.892 -2.780 -1.150
C -2.444 0.922 -1.079 -1.449 -0.939 1.232
C -2.510 2.488 -1.347 -2.005 0.851 -1.046
C -3.750 3.124 -0.422 1.056 0.201 0.396
F -4.912 2.202 -0.340 2.698 2.035 -0.311
N 0.124 0.811 -1.818 -1.001 0.437 -1.094
C 0.967 0.057 -2.819 1.366 -1.787 -2.902
H 3.964 0.878 -2.656 0.536 -1.018 1.972
H 4.122 -0.878 -1.978 0.277 2.207 0.769
H 5.424 0.449 -1.527 -2.575 -0.332 -0.059
H 2.326 3.616 -1.362 1.817 -1.296 0.058
H 0.479 2.652 -0.735 0.279 -2.467 0.092
H 1.483 0.716 1.351 -1.889 0.414 -1.285
H -1.319 1.659 3.656 -0.676 0.460 -0.773
H -2.062 3.104 3.063 1.055 -1.532 -0.358
H 0.922 2.740 3.830 0.971 0.720 -1.278
H 0.411 -2.544 -1.010 0.734 1.330 2.046
H 1.563 -1.200 -0.292 -1.664 -0.675 0.250
H 0.382 -2.115 2.238 1.487 -1.001 -1.752
H 0.347 -3.697 1.165 1.453 2.107 0.676
H -1.838 -2.169 1.574 -0.454 0.441 -2.736
H -1.498 -3.153 0.011 -0.578 2.665 0.450
H -4.933 -1.906 -1.389 2.107 -0.562 0.491
H -1.350 -0.743 -2.177 0.576 1.768 1.829
H -3.313 0.407 -1.719 2.115 1.217 1.369
H -2.800 0.739 0.048 0.976 0.453 -2.361
H -1.586 3.156 -1.123 -1.489 -1.352 -0.216
H -2.857 2.675 -2.474 1.048 -0.385 2.303
H -3.259 3.279 0.655 -1.598 -0.574 -2.165
H -4.089 4.182 -0.845 0.483 -2.567 0.856
H -0.241 1.586 -2.457 0.067 -1.173 1.379
H 0.266 -0.519 -3.600 1.261 1.396 1.993
H 1.619 0.763 -3.530 -1.513 -1.080 2.025
H 1.692 -0.747 -2.404 -1.491 1.634 -0.200
```
Positions in Å, forces in eV/Å.

Its electronic energy is -192164.3731 eV. Its HOMO energy is -11.8 eV. The total charge is +1. The calculation puts the energy above the lowest of the compared OMol25 structures with the same formula, charge and spin at 235.4 kcal/mol. As for the lowest unoccupied orbital energy: -3.25 eV. As for the SMILES: COB(O)[C@@H]1[C@@H](P(N)O)O[C@@](CC[C@@](F)(Br)C(F)(F)Br)(CC(=O)O)[C@@H](CCCF)[N@@H+]1C.

---

[5]
Formula: C60H59N3O2P2Pd
Source: the OMol25 dataset
Level of theory: ωB97M-V with the def2-TZVPD basis set

```
127
Properties=species:S:1:pos:R:3:forces:R:3
C -3.232 -0.069 -0.891 -0.125 0.018 0.225
C -1.870 0.208 -1.470 0.091 -0.153 0.101
O -0.885 -0.236 -0.522 -0.508 0.256 -0.522
C 0.386 0.090 -0.926 1.218 0.103 0.016
C 1.396 -0.482 -0.094 -1.787 0.063 -0.078
C 2.698 -0.161 -0.333 2.834 0.129 0.128
N 3.855 0.052 -0.419 -1.341 -0.165 0.091
O 0.586 0.809 -1.904 -0.404 -0.259 0.357
H -3.999 0.096 -1.649 -0.026 0.013 0.005
H -3.300 -1.105 -0.548 -0.040 0.083 -0.006
H -3.435 0.602 -0.050 -0.021 -0.150 -0.008
H -1.737 -0.354 -2.404 0.064 0.259 0.099
H -1.731 1.277 -1.667 0.001 -0.286 -0.101
H 1.124 -1.156 0.707 0.096 0.005 -0.030
C -0.168 0.431 14.703 0.091 -0.156 0.053
N -0.895 -0.175 13.609 -0.076 -0.304 0.261
C -2.279 -0.477 13.911 0.025 0.180 -0.151
C -0.431 -0.125 12.318 0.209 0.222 -0.422
C -1.319 0.094 11.243 0.305 0.111 -0.145
C -0.834 0.242 9.952 0.168 -0.455 0.330
C 0.526 0.031 9.654 -0.133 0.079 0.056
C 1.016 0.076 8.271 -0.268 0.606 -0.463
C 0.123 0.114 7.174 0.358 -0.171 0.559
C 0.504 -0.078 5.815 0.863 1.111 0.127
C 1.596 0.569 5.153 -0.468 -0.430 -0.007
C 1.733 0.408 3.752 0.416 0.050 -0.064
C 2.795 0.952 3.070 -0.261 -0.069 -0.136
C 3.831 1.628 3.769 0.417 -0.112 -0.470
N 4.942 2.074 3.118 -0.474 -0.171 0.554
C 6.147 2.424 3.841 -0.039 0.114 0.223
C 4.965 2.309 1.687 -0.041 -0.136 -0.560
C 3.676 1.831 5.163 -0.504 0.013 0.613
C 2.538 1.389 5.815 0.548 0.222 -0.296
Pd 1.066 -1.926 7.267 -0.074 0.823 -0.399
P -0.646 -3.318 7.883 -0.096 0.437 -0.053
C -0.925 -4.621 6.645 -0.280 -0.700 0.028
C -0.837 -5.988 6.969 -0.281 0.161 -0.377
C -1.120 -6.953 5.998 0.071 0.134 -0.128
C -1.447 -6.575 4.693 0.042 0.137 0.190
C -1.476 -5.220 4.352 0.052 0.058 0.170
C -1.204 -4.247 5.316 -0.020 -0.332 0.208
C -0.311 -4.077 9.483 -0.381 -0.490 0.600
C -1.189 -5.026 10.042 0.467 -0.034 0.335
C -0.872 -5.630 11.261 -0.072 0.066 -0.046
C 0.293 -5.273 11.946 0.053 0.082 -0.193
C 1.125 -4.280 11.428 -0.006 0.029 0.113
C 0.816 -3.673 10.215 -0.271 -0.124 -0.282
C -2.229 -2.440 8.150 -0.831 -0.161 0.273
C -2.828 -2.333 9.423 -0.040 0.059 -0.347
C -3.949 -1.523 9.615 -0.032 0.062 -0.115
C -4.489 -0.792 8.556 0.157 -0.040 0.139
C -3.923 -0.914 7.287 0.111 -0.116 -0.122
C -2.820 -1.745 7.079 -0.092 0.082 0.353
P 3.150 -2.825 6.761 -0.052 0.422 -0.248
C 4.402 -2.078 7.852 0.659 -0.103 0.509
C 5.129 -2.810 8.812 -0.043 0.459 -0.231
C 5.975 -2.145 9.705 0.005 0.098 -0.042
C 6.119 -0.757 9.653 -0.184 -0.034 -0.051
C 5.409 -0.023 8.697 -0.038 -0.226 -0.157
C 4.571 -0.682 7.797 -0.074 -0.059 0.221
C 3.343 -4.625 6.928 0.362 -0.691 -0.097
C 3.751 -5.468 5.876 -0.040 0.070 0.417
C 3.818 -6.850 6.076 -0.035 -0.010 0.138
C 3.480 -7.412 7.310 -0.108 0.219 -0.095
C 3.067 -6.582 8.354 0.120 0.053 -0.023
C 3.022 -5.203 8.167 -0.090 0.028 -0.148
C 3.695 -2.437 5.070 0.596 0.024 -0.478
C 4.918 -1.797 4.788 -0.199 -0.320 -0.112
C 5.297 -1.562 3.466 -0.061 0.028 -0.063
C 4.488 -1.979 2.409 0.040 0.070 -0.030
C 3.288 -2.636 2.680 -0.069 -0.023 0.030
C 2.881 -2.844 3.996 0.175 0.140 0.121
C 1.406 -0.246 10.723 -0.308 0.320 -0.031
C 0.954 -0.268 12.035 -0.254 0.020 -0.290
H 0.812 0.779 14.364 -0.262 -0.035 0.160
H -0.733 1.288 15.104 0.162 -0.098 -0.079
H -0.035 -0.297 15.513 0.090 0.171 -0.026
H -2.713 -1.126 13.141 0.139 0.104 0.214
H -2.317 -0.999 14.875 -0.052 0.075 -0.174
H -2.886 0.438 13.989 -0.041 -0.132 0.004
H -2.389 0.195 11.426 0.330 0.117 -0.034
H -1.535 0.515 9.166 0.069 -0.170 0.178
H 2.064 0.336 8.134 -0.127 -0.489 0.095
H -0.933 0.253 7.357 -0.106 -0.700 0.075
H -0.251 -0.533 5.172 0.121 0.146 0.030
H 0.978 -0.171 3.220 0.248 0.130 -0.034
H 2.871 0.809 1.995 -0.020 -0.049 0.139
H 6.242 1.816 4.749 0.049 0.111 -0.272
H 7.014 2.234 3.199 -0.187 0.019 0.130
H 6.153 3.488 4.129 0.071 -0.162 -0.041
H 3.950 2.469 1.302 0.386 -0.060 0.084
H 5.564 3.207 1.483 -0.182 -0.171 0.111
H 5.400 1.463 1.134 -0.205 0.196 0.094
H 4.428 2.398 5.711 -0.344 -0.008 -0.137
H 2.345 1.708 6.838 0.208 -0.117 -0.240
H -0.574 -6.308 7.977 -0.081 0.134 -0.318
H -1.098 -8.010 6.267 0.066 0.277 -0.082
H -1.673 -7.331 3.942 0.065 0.200 0.212
H -1.718 -4.914 3.333 0.103 -0.097 0.266
H -1.215 -3.193 5.032 0.043 -0.317 0.063
H -2.122 -5.284 9.533 0.355 0.024 0.089
H -1.543 -6.381 11.681 0.185 0.196 -0.104
H 0.559 -5.765 12.883 -0.147 0.130 -0.227
H 2.027 -3.968 11.958 -0.305 -0.136 -0.071
H 1.459 -2.883 9.812 -0.224 -0.321 0.115
H -2.427 -2.876 10.278 -0.030 0.213 -0.290
H -4.405 -1.455 10.606 0.166 -0.034 -0.298
H -5.336 -0.124 8.723 0.232 -0.264 -0.087
H -4.341 -0.357 6.447 0.095 -0.181 0.213
H -2.414 -1.851 6.073 -0.061 0.145 0.255
H 5.052 -3.896 8.851 0.002 0.311 0.006
H 6.533 -2.720 10.446 -0.151 0.158 -0.229
H 6.776 -0.240 10.355 -0.177 -0.194 -0.183
H 5.505 1.064 8.643 0.035 -0.340 0.027
H 4.037 -0.107 7.032 0.182 -0.238 0.308
H 4.035 -5.046 4.911 -0.126 -0.114 0.266
H 4.142 -7.498 5.261 -0.082 0.204 0.193
H 3.530 -8.491 7.461 -0.011 0.279 -0.096
H 2.785 -7.000 9.324 0.132 0.097 -0.291
H 2.738 -4.561 9.003 -0.009 -0.249 -0.325
H 5.602 -1.516 5.590 -0.271 -0.048 -0.179
H 6.241 -1.053 3.252 -0.299 -0.169 0.102
H 4.775 -1.767 1.377 -0.125 -0.074 0.307
H 2.661 -2.983 1.856 0.162 0.183 0.229
H 1.930 -3.343 4.196 0.191 0.099 -0.013
H 2.457 -0.443 10.501 -0.186 0.118 0.085
H 1.654 -0.419 12.855 -0.146 -0.116 -0.248
```
Positions in Å, forces in eV/Å.

Its electronic energy is -93798.6404 eV. Its HOMO energy is -5.6 eV. As for the lowest unoccupied orbital energy: -1.89 eV.

---

[6]
Formula: CH6NS
Source: the OMol25 dataset
Level of theory: ωB97M-V with the def2-TZVPD basis set

```
9
Properties=species:S:1:pos:R:3:forces:R:3
S 1.023 0.569 -2.105 0.034 0.000 -0.192
H 0.455 0.189 -3.261 0.032 0.005 -0.012
C 0.136 0.085 1.188 0.290 -0.760 -0.384
N -0.820 -0.696 0.377 -0.519 0.359 0.243
H -0.293 1.037 1.511 0.184 -0.030 -0.133
H 1.055 0.228 0.612 -0.108 0.412 0.087
H 0.412 -0.484 2.075 -0.027 -0.022 0.265
H -1.548 -0.028 0.148 -0.176 -0.274 -0.187
H -0.420 -0.899 -0.545 0.291 0.310 0.312
```
Positions in Å, forces in eV/Å.

Its electronic energy is -13460.3811 eV. Its HOMO energy is -2.7 eV. The total charge is -1. The calculation puts the energy above the lowest of the compared OMol25 structures with the same formula, charge and spin at 2.9 kcal/mol. As for the lowest unoccupied orbital energy: 4.57 eV.

---

Q: Which formula does entry 3 have?
A: C6H13NO

---

Q: Which value of electronic energy does entry 5 give?
A: -93798.6404 eV

---

Q: Which of these has the lowest lowest unoccupied orbital energy?
A: C15H27BBr2F4N2O6P